Entry 1:
Below is C26H43N7O6PPt as an isolated structure, with properties calculated with the ωB97M-V functional and the def2-TZVPD basis.

Computed properties:
Expectation value of S²   6.0216
Charge   +3
Lowest unoccupied orbital energy (spin up / spin down)   -7.68 / -11.46 eV
Spin multiplicity   5
Energy   -62886.09842 eV
Frontier orbital gap (spin up / spin down)   8.497 / 5.133 eV
ΔE to the lowest compared entry with this formula, charge and spin   7.9 kJ/mol

Atoms and positions in Å:
O 0.31 5.65 -4.02
H 0.72 0.40 4.92
C 2.92 -0.93 -2.37
H -4.09 -2.98 2.06
O 1.91 1.19 1.23
C -1.41 -2.85 -3.41
C 0.87 2.08 -2.22
H -0.30 6.32 -2.14
C -0.60 2.60 -0.51
C 1.84 1.09 -2.74
O -0.98 0.26 1.66
H 4.35 1.88 -6.99
C 2.32 -3.33 2.37
H -4.32 0.65 4.77
H -2.32 -1.68 5.15
H 0.14 6.49 -4.46
H -4.14 -1.32 1.47
H -3.23 2.60 3.70
H -1.57 5.59 -3.14
N -2.40 -1.85 2.57
H -1.32 -3.86 -3.01
H -2.02 -3.79 3.28
H 3.37 -3.27 2.67
C 1.57 -3.11 0.09
H 4.10 -0.34 -6.24
C -0.51 5.53 -2.88
H -4.35 -0.90 3.90
O 3.84 1.72 -6.20
H 3.87 1.77 1.67
O 1.28 -3.29 -1.06
H -4.00 2.35 2.13
H -2.99 -3.30 -4.79
H 2.03 0.60 1.99
N -1.13 -0.21 4.22
H -2.17 -0.14 6.03
H -0.64 -2.74 -4.17
H 0.11 1.33 3.53
C -4.35 0.18 3.79
H 2.95 2.85 0.59
C -2.81 -2.59 -3.99
H -0.67 -2.66 3.47
H 3.03 -1.80 -1.74
H -3.09 -2.50 0.67
H -3.58 -2.72 -3.24
C 1.84 -1.94 2.05
C -0.88 3.83 -1.06
C -3.49 -2.18 1.64
C 2.11 -4.12 1.08
C 3.67 -0.79 -3.52
C 0.64 3.30 -2.82
H 1.39 -4.93 1.17
C -1.08 -1.94 -2.33
C -0.16 0.85 4.46
C 3.16 1.81 0.85
H -0.80 -1.25 5.99
H -1.57 4.50 -0.57
H 4.39 -1.55 -3.79
H -2.88 -1.58 -4.40
H 5.33 0.55 -5.33
C 2.54 1.28 -3.92
P -1.88 -0.32 2.68
N -0.83 -1.21 -1.48
H -0.58 1.57 5.16
N -3.20 0.62 2.99
N 1.42 -1.84 0.72
C -1.64 -0.87 5.41
C 4.26 0.53 -5.59
N 2.03 -0.01 -1.99
H -1.06 -3.32 1.86
H -5.26 0.49 3.29
H 3.02 -4.56 0.68
C -0.24 4.20 -2.25
Pt 0.69 -0.18 -0.18
C -3.15 2.06 2.75
H 1.15 3.58 -3.73
H -1.06 2.27 0.41
H 1.78 -3.72 3.23
H -2.23 2.33 2.25
N 0.24 1.74 -1.08
C 3.48 0.33 -4.33
H 2.39 2.15 -4.53
H 3.58 1.30 -0.02
C -1.48 -2.96 2.81
O 1.81 -0.99 2.82

***

Entry 2:
Below is C26H44BrN3NiOP2 as an isolated structure at a distorted geometry, with properties calculated with the ωB97M-V functional and the def2-TZVPD basis.

Computed properties:
Expectation value of S²   2.0219
Charge   +2
Lowest unoccupied orbital energy (spin up / spin down)   -6.13 / -8.73 eV
Spin multiplicity   3
Energy   -163839.75060 eV
Frontier orbital gap (spin up / spin down)   7.114 / 4.565 eV
ΔE to the lowest compared entry with this formula, charge and spin   30.7 kJ/mol

Atoms and positions in Å:
H -3.41 2.04 -0.39
C -0.60 0.12 4.25
C 0.51 2.12 -1.71
H -2.66 -3.22 -0.72
H 3.34 1.58 -0.04
H 3.10 -2.41 3.58
H 5.54 1.30 -1.11
H 0.59 1.75 -2.73
H 4.06 1.44 1.59
H 1.08 0.74 5.29
H -0.75 -4.84 0.95
H 4.10 -0.96 3.70
H 5.10 -1.33 -2.02
C -2.59 -2.17 -0.47
H -5.51 3.04 -5.46
C -0.98 -4.05 1.65
H -4.11 -1.04 0.53
H 0.97 1.28 3.63
C -4.12 2.66 -2.32
N 0.53 0.85 4.44
C 4.12 -1.81 -2.01
H 3.79 -1.92 -3.05
H 2.15 -1.58 -1.03
H 2.01 -1.70 1.59
H -1.70 1.97 0.86
C -5.65 4.57 -2.59
H 6.35 1.01 0.42
P -0.78 -1.95 -0.38
C 4.15 1.12 0.53
H 1.04 -3.40 -1.04
C 5.51 1.52 -0.04
C -5.27 3.24 -4.41
H -1.98 -0.85 5.38
H 2.86 -0.05 -1.65
C -4.35 2.43 -3.71
C -0.40 -2.71 1.25
O -1.16 0.00 3.16
H 4.55 -2.26 2.57
H -0.53 -4.19 -1.19
H -0.67 -1.94 1.98
H 0.42 -1.98 -3.12
H -2.68 -1.27 1.57
H 5.66 2.59 0.07
C 0.01 -3.26 -1.40
H -3.77 -2.64 1.29
H -0.73 -0.08 6.28
C 3.70 -1.71 3.00
N -1.02 -0.51 5.41
H -6.18 5.44 -2.18
H -2.06 -4.04 1.76
C -4.78 3.81 -1.79
H -1.74 1.36 -2.93
C 0.03 -2.98 -2.89
H 0.69 -2.80 1.27
C 3.09 -1.01 -1.17
H 0.65 -3.72 -3.43
H -0.03 3.42 1.92
H 2.34 3.16 -1.74
N -5.89 4.29 -3.87
H -0.56 -4.33 2.61
P 3.86 -0.68 0.45
C 2.84 -1.03 1.90
H -3.88 1.62 -4.25
C -3.24 1.87 -1.46
C 1.47 2.96 -1.13
Ni -1.86 -0.24 -0.94
H 2.42 -0.07 2.26
C -0.83 2.28 0.30
C 1.29 3.48 0.18
C -3.32 -1.76 0.81
H -0.97 -3.02 -3.32
H -4.62 4.15 -0.77
C -0.71 1.84 -1.04
C -1.92 1.39 -1.86
Br 2.62 4.45 1.00
H 4.26 -2.82 -1.61
H -2.94 -1.61 -1.38
C 0.15 3.08 0.91

***

Entry 3:
Below is C26H44BrN3NiP2S as an isolated structure at a distorted geometry, with properties calculated with the ωB97M-V functional and the def2-TZVPD basis.

Computed properties:
Expectation value of S²   2.0924
Charge   +2
Lowest unoccupied orbital energy (spin up / spin down)   -6.99 / -9.21 eV
Spin multiplicity   3
Energy   -172629.07164 eV
Frontier orbital gap (spin up / spin down)   5.117 / 2.919 eV
ΔE to the lowest compared entry with this formula, charge and spin   0.0 kJ/mol

Atoms and positions in Å:
H -5.86 6.15 -2.24
C 5.59 0.84 0.62
H -0.35 -1.09 6.61
Ni -0.29 -0.08 1.73
H -0.43 -3.46 -2.47
H -3.83 -2.41 1.25
C -0.27 0.25 5.09
C -2.21 1.71 0.66
N 0.64 0.98 5.75
C -3.66 2.90 -2.61
H 4.67 0.95 0.03
H -2.53 -3.99 2.10
C 5.99 -2.51 -1.84
P 6.16 -0.90 0.46
H 0.96 -3.49 -0.52
H 1.46 -1.81 -0.70
P -0.56 -2.00 0.55
H 5.33 1.00 1.68
H 5.69 -3.48 -1.43
H 5.78 -1.19 3.63
H 4.20 -1.04 1.81
H 0.94 -2.43 -2.93
S -1.03 0.81 3.66
C 6.67 1.82 0.17
H -7.07 3.94 -6.45
C -0.79 0.90 -1.13
C -2.79 2.26 -1.65
C 0.60 -2.49 -0.80
C 5.31 -1.35 -1.11
H -5.12 3.75 -1.31
C -6.09 5.60 -3.15
H -1.16 -1.59 5.14
H 0.14 0.40 -1.46
H -2.21 -1.44 -1.09
H -0.33 -2.97 2.73
H -4.06 -0.98 0.24
H -2.91 -0.94 1.57
H 4.26 -1.59 -0.87
H 7.08 -2.44 -1.78
C -6.82 6.26 -4.15
H -2.40 -3.09 -0.52
H 6.73 -2.45 2.81
H -0.60 -1.69 -2.47
H 4.64 -2.63 1.18
H -1.33 -5.24 2.42
H -1.37 1.49 -3.13
N -7.15 5.65 -5.30
H -1.77 -4.87 0.75
C 0.08 -2.51 -2.24
H 5.32 -0.44 -1.73
C -5.61 4.29 -3.35
H 0.49 -3.91 1.50
H -3.91 2.91 0.13
C -6.75 4.40 -5.51
C 5.72 -2.07 2.98
C -1.59 -4.42 1.73
C -1.63 1.54 -2.06
C -3.32 -1.58 0.77
C -4.79 3.61 -2.34
Br 1.74 -0.92 2.27
H -2.41 1.82 1.73
H 6.50 2.81 0.61
H -3.35 2.82 -3.66
H 0.86 1.90 5.40
C -5.96 3.69 -4.58
H -7.16 7.30 -4.03
C -0.45 -3.41 1.73
H 5.15 -2.83 3.51
H 5.71 -2.50 -2.90
C 5.04 -1.73 1.65
N -0.52 -0.97 5.62
C -2.24 -2.06 -0.19
H 6.67 1.95 -0.92
C -3.05 2.35 -0.26
H -5.65 2.68 -4.84
C -1.16 0.93 0.22
H 0.75 0.80 6.76
H 7.66 1.48 0.46